No. 1
{
  "formula": "C3H2FN",
  "method": "the ωB97M-V functional and the def2-TZVPD basis",
  "total_charge": 0,
  "e_lumo_ev": [-0.712, -1.229],
  "e_above_lowest_kcal_mol": 126.6,
  "symbols": ["C", "C", "C", "N", "F", "H", "H"],
  "xyz": [[-1.39461, -0.59930, 0.09245], [1.35682, 0.03318, -0.18706], [-0.64890, 0.53030, 0.24883], [-1.93943, -1.62729, -0.11014], [-0.99896, 1.79200, 0.04996], [2.11854, 0.75111, -0.51780], [1.50653, -0.88001, 0.42375]],
  "lowdin_charge": [-0.26, 0.18, -0.15, 0.17, 0.06, 0.00, 0.01]
}



No. 2
{
  "formula": "C3H2FNO",
  "method": "the ωB97M-V functional and the def2-TZVPD basis",
  "total_charge": 0,
  "e_lumo_ev": 0.942,
  "smiles": "Fc1cnoc1",
  "e_above_lowest_kcal_mol": 53.7,
  "symbols": ["F", "C", "C", "N", "O", "C", "H", "H"],
  "xyz": [[-0.57534, 1.40362, -1.30589], [-0.15292, 0.54349, -0.43670], [-1.01656, -0.21101, 0.29142], [-0.32166, -1.21195, 0.89602], [0.98581, -1.06109, 0.56264], [1.03979, 0.04389, -0.16131], [-2.14673, 0.15081, 0.46164], [2.18761, 0.34223, -0.30782]],
  "lowdin_charge": [0.13, -0.38, -0.05, 0.05, -0.03, -0.09, 0.18, 0.19]
}



No. 3
{
  "formula": "C3H2FNO3",
  "method": "the ωB97M-V functional and the def2-TZVPD basis",
  "total_charge": 0,
  "e_lumo_ev": 0.314,
  "smiles": "Oc1nc(F)oc1O",
  "e_above_lowest_kcal_mol": 0.2,
  "symbols": ["O", "C", "N", "C", "F", "O", "C", "O", "H", "H"],
  "xyz": [[-2.08458, -0.35169, -1.07075], [-0.88969, -0.11791, -0.46895], [-0.37176, 1.17645, -0.46592], [0.72900, 1.05089, 0.16855], [1.59655, 1.97353, 0.45347], [1.03689, -0.17023, 0.60814], [-0.04717, -0.92554, 0.17809], [-0.07212, -2.25482, 0.45293], [-2.28424, -1.32212, -0.97393], [0.72330, -2.50543, 0.96553]],
  "lowdin_charge": [0.08, -0.32, 0.24, -0.45, 0.18, 0.18, -0.29, 0.10, 0.14, 0.14]
}



No. 4
{
  "formula": "C3H2FNOS2",
  "method": "the ωB97M-V functional and the def2-TZVPD basis",
  "total_charge": 0,
  "e_lumo_ev": [0.160, -3.317],
  "multiplicity": 3,
  "e_above_lowest_kcal_mol": 49.0,
  "symbols": ["C", "C", "C", "N", "O", "F", "S", "S", "H", "H"],
  "xyz": [[0.57124, -0.28675, 1.99808], [0.72564, 0.20747, 0.92073], [-0.36822, -1.73990, -1.99676], [0.07380, -0.59288, -2.04556], [1.30818, 1.04309, 0.06097], [-0.56399, 0.20300, -2.98295], [-1.66293, -2.81424, -2.65245], [-0.19009, -3.17270, -1.11858], [0.43569, -1.01473, 2.71335], [0.96593, 0.86916, -0.79098]],
  "lowdin_charge": [0.11, -0.28, -1.08, 0.00, 0.05, -0.07, 0.60, 0.63, 0.00, 0.03]
}



No. 5
{
  "formula": "C3H2FO2",
  "method": "the ωB97M-V functional and the def2-TZVPD basis",
  "total_charge": -1,
  "e_lumo_ev": [4.185, 4.186],
  "e_above_lowest_kcal_mol": 159.2,
  "symbols": ["C", "C", "C", "O", "O", "F", "H", "H"],
  "xyz": [[-1.90923, 0.13416, 0.53452], [0.73337, -0.41195, -0.02391], [0.96909, 0.35915, -1.11545], [1.04987, 0.73534, -2.21215], [1.29961, 0.87587, 0.13218], [1.66133, -1.54542, 0.26502], [-2.19244, -0.86616, 0.87873], [-1.61160, 0.71903, 1.54106]],
  "lowdin_charge": [0.00, -0.24, -0.52, 0.12, 0.04, -0.14, -0.17, -0.09]
}



No. 6
{
  "formula": "C3H2FO2Rh",
  "method": "the ωB97M-V functional and the def2-TZVPD basis",
  "total_charge": 0,
  "e_lumo_ev": [-0.148, -2.785],
  "multiplicity": 5,
  "e_above_lowest_kcal_mol": 0.0,
  "symbols": ["F", "O", "O", "C", "C", "C", "H", "H", "Rh"],
  "xyz": [[0.84913, 1.53866, -0.45961], [-0.68556, -1.55967, 0.40426], [-2.63758, -0.58954, -0.40499], [-0.02574, -0.66689, 1.28652], [-0.89861, 0.37180, 1.16816], [-1.67505, -0.54578, 0.28424], [0.80293, -0.99685, 1.91726], [-1.15149, 1.25947, 1.73796], [2.44659, 0.45036, -0.69913]],
  "lowdin_charge": [-0.60, 0.00, 0.18, -0.10, 0.02, -0.45, 0.12, 0.11, 0.72]
}



No. 7
{
  "formula": "C3H2FO2Tm",
  "method": "the ωB97M-V functional and the def2-TZVPD basis",
  "total_charge": 2,
  "e_lumo_ev": [-10.772, -12.046],
  "multiplicity": 3,
  "e_above_lowest_kcal_mol": 11.9,
  "symbols": ["F", "O", "O", "C", "C", "C", "H", "H", "Tm"],
  "xyz": [[-0.68966, 2.15315, -0.11688], [0.66751, -1.24697, -0.63531], [1.34987, 1.09938, 0.14185], [-0.52377, -1.19956, -0.02681], [-0.87825, 0.15185, 0.24861], [0.16448, 0.99242, -0.22695], [-1.30036, -1.77548, -0.55420], [-1.59066, 0.39519, 1.03369], [2.80085, -0.56998, 0.13601]],
  "lowdin_charge": [0.11, -0.16, 0.00, 0.01, 0.15, -0.22, 0.18, 0.18, 1.74]
}



No. 8
{
  "formula": "C3H2FO3",
  "method": "the ωB97M-V functional and the def2-TZVPD basis",
  "total_charge": -1,
  "e_lumo_ev": [3.519, 0.643],
  "multiplicity": 3,
  "e_above_lowest_kcal_mol": 33.9,
  "symbols": ["C", "C", "C", "O", "O", "O", "F", "H", "H"],
  "xyz": [[-1.45771, 0.55583, 0.31296], [-2.28278, -0.31475, -0.00667], [2.31238, -0.19281, -0.04809], [3.40607, -0.65054, 0.19090], [1.22749, -0.23407, 0.50061], [-3.36161, -1.34335, -0.30930], [2.25244, 0.51931, -1.28737], [-0.43137, 0.02358, 0.50559], [-1.66491, 1.63678, 0.14137]],
  "lowdin_charge": [-0.05, -0.11, -0.79, 0.00, -0.03, -0.11, -0.06, 0.07, 0.07]
}



No. 9
{
  "formula": "C3H2FO4Sc",
  "method": "the ωB97M-V functional and the def2-TZVPD basis",
  "total_charge": 3,
  "e_lumo_ev": [-16.960, -16.960],
  "multiplicity": 2,
  "symbols": ["C", "O", "H", "C", "O", "C", "O", "O", "Sc", "F", "H"],
  "xyz": [[-2.62503, -1.33829, -1.44576], [-3.73594, -1.16831, -1.36740], [-0.80328, -0.48493, 0.44397], [0.10241, 1.11897, -1.02089], [1.17849, 0.73384, -0.25713], [1.06609, -0.08299, 0.77320], [-0.04777, -0.66127, 1.05028], [2.07811, -0.27210, 1.44286], [2.96433, -1.18115, 3.00869], [-0.47416, 2.20209, -0.53396], [0.29676, 1.13413, -2.09387]],
  "lowdin_charge": [0.04, 0.12, 0.14, 0.25, 0.28, -0.48, 0.30, 0.04, 1.74, 0.33, 0.24]
}



No. 10
{
  "formula": "C3H2FPS",
  "method": "the ωB97M-V functional and the def2-TZVPD basis",
  "total_charge": 0,
  "e_lumo_ev": -0.593,
  "e_above_lowest_kcal_mol": 96.5,
  "symbols": ["C", "C", "C", "F", "P", "S", "H", "H"],
  "xyz": [[0.79888, -0.48946, 0.01321], [1.46505, 0.67092, -0.04446], [-2.02120, -0.96259, 0.04149], [-3.15638, -0.50097, -0.40285], [-0.85091, 0.19131, 0.35657], [0.33236, 1.88906, 0.39495], [0.88167, -1.53386, -0.02720], [2.55052, 0.73558, -0.33171]],
  "lowdin_charge": [-0.37, -0.61, -0.32, -0.09, 0.63, 0.62, 0.05, 0.09]
}



No. 11
{
  "formula": "C3H2HgLiO3",
  "method": "the ωB97M-V functional and the def2-TZVPD basis",
  "total_charge": 1,
  "e_lumo_ev": [-3.690, -7.539],
  "multiplicity": 3,
  "e_above_lowest_kcal_mol": 86.4,
  "symbols": ["C", "C", "O", "C", "O", "O", "Li", "H", "H", "Hg"],
  "xyz": [[-0.32978, 1.55095, 0.02795], [-0.18345, 0.08878, -0.00799], [0.98907, -0.31531, -0.63761], [1.45718, -1.59228, -0.37756], [0.98055, -2.15477, 0.62212], [-1.35884, 2.16954, 0.04247], [2.15596, -3.46747, -0.15608], [0.01315, 0.34171, 1.18370], [-1.09183, -0.42507, -0.35184], [-2.63199, 3.80392, -0.34516]],
  "lowdin_charge": [-0.07, -0.19, -0.11, -0.39, -0.18, -0.25, 0.77, 0.21, 0.16, 1.04]
}



No. 12
{
  "formula": "C3H2HgMgO3",
  "method": "the ωB97M-V functional and the def2-TZVPD basis",
  "total_charge": 2,
  "e_lumo_ev": [-10.494, -10.726],
  "multiplicity": 3,
  "e_above_lowest_kcal_mol": 0.0,
  "symbols": ["C", "C", "O", "Hg", "H", "H", "O", "C", "Mg", "O"],
  "xyz": [[-1.96477, -0.79290, -0.01171], [-1.03793, 0.17063, 0.23652], [-1.05365, 1.27862, 0.72764], [0.90872, 2.69735, 1.06157], [-1.70948, -1.63691, -0.65172], [-2.97225, -0.68481, 0.38954], [1.55335, -1.24773, -0.78616], [1.06783, -0.21853, -0.30268], [3.41416, -0.33406, -0.69246], [1.79401, 0.76834, 0.02946]],
  "lowdin_charge": [0.25, -0.20, -0.03, 1.10, 0.12, 0.13, -0.02, -0.49, 1.45, -0.31]
}